Entry 1:
The following is a quantum chemistry calculation of C58H114BF12HgN6O14P2 as an isolated structure in a non-equilibrium geometry, from OMol25.

Summary:
Energy in a.u.: -5719.476257
Maximum force in eV Å⁻¹: 7.94
Orbital gap in eV: 1.14
E_HOMO in eV: -6.8
Total charge: -1

XYZ file:
```
208
Properties=species:S:1:pos:R:3:forces:R:3
H 27.73483 -18.06028 23.88368 -0.4 -0.4 0.2
C 28.65142 -13.96329 23.13532 0.0 1.1 -1.3
O 30.50130 -29.27514 29.03779 -0.2 -0.8 -0.4
C 18.40634 -25.81984 25.22073 0.3 0.4 0.0
C 18.56518 -25.19530 22.79772 -0.2 0.9 1.5
C 21.01822 -16.12943 31.60751 0.1 0.2 -0.8
N 31.41319 -17.53909 33.56655 -0.9 5.1 -2.2
C 20.33488 -16.89217 32.69733 1.2 -0.5 1.7
P 20.00319 -26.61035 32.40447 2.3 0.4 1.1
C 25.35587 -22.84092 35.31287 -0.8 0.9 -1.0
H 18.39358 -21.47154 22.90844 0.3 -0.1 -1.1
H 30.61181 -16.50341 30.51322 -0.5 -0.8 -0.1
H 18.17971 -12.96567 30.55830 0.1 0.1 0.3
H 30.86349 -21.57261 24.43850 0.0 0.6 0.3
F 21.50043 -27.20849 32.05807 -0.3 0.3 -0.1
C 29.64792 -16.68042 35.18921 1.6 1.6 0.8
H 27.45354 -12.05845 23.09220 0.8 0.1 0.5
F 25.08234 -23.64794 27.55512 -1.0 0.0 -0.5
O 29.39242 -16.26533 23.04233 2.4 -1.0 0.1
H 25.54433 -25.14081 34.50211 -0.6 -0.3 -1.3
H 19.99512 -20.56541 22.75386 -0.1 -0.5 -0.2
C 27.30996 -13.13223 23.21259 0.1 -0.7 -0.6
C 27.61879 -25.03840 35.85538 0.3 0.1 -1.8
H 20.21865 -22.63136 21.33025 1.0 0.6 0.5
H 19.39442 -17.35895 32.40448 0.3 -0.2 -0.2
H 20.14254 -16.30946 33.59819 -0.1 0.5 -0.2
H 24.07043 -24.45910 38.24605 0.8 -0.4 -0.3
H 27.81894 -22.35859 36.30649 0.0 0.4 0.2
H 21.04448 -17.08048 28.29830 0.5 0.2 -0.4
H 27.60216 -16.91158 26.28743 -0.3 0.3 0.2
P 25.03480 -22.74674 28.92223 -0.5 -1.0 1.4
H 31.63381 -14.48066 33.27980 0.4 -0.6 0.0
H 30.60643 -13.31363 24.18182 0.1 -0.7 -0.8
F 24.53306 -24.09949 29.74675 1.4 0.2 0.1
H 30.54547 -23.87551 21.51684 0.8 0.1 -0.1
O 19.80946 -14.15124 32.45608 1.2 -0.3 -0.6
H 17.10535 -22.79828 24.06582 0.3 -0.1 -0.1
C 31.78001 -18.68942 31.45692 -0.9 -0.1 0.0
H 21.66933 -21.65876 24.74185 -0.2 0.1 0.0
H 29.83128 -23.63449 25.36531 -0.2 -0.1 -0.7
H 28.96852 -14.32154 20.95313 -0.8 0.1 -0.1
H 22.30256 -23.04727 23.91002 -0.5 -0.8 0.5
O 26.55992 -29.39986 31.23785 3.4 0.2 -3.5
H 18.21677 -25.53572 26.25583 0.9 0.2 0.1
C 27.13783 -28.91437 28.82914 -5.4 3.2 2.7
H 22.42625 -14.94922 32.63784 0.4 -0.1 0.7
C 21.00815 -13.28995 30.05052 -1.0 1.5 -0.4
C 30.24765 -23.59983 22.52847 0.1 -1.7 -0.6
C 18.89934 -24.08132 21.80178 -0.4 -1.5 0.7
C 18.42815 -13.73205 29.82411 0.4 0.0 1.7
H 32.57226 -16.75219 35.82421 0.0 -0.1 0.1
H 32.85549 -22.26682 21.46534 -0.9 -0.1 -0.1
H 31.31926 -18.66560 30.46937 0.3 -0.4 -0.2
C 30.55099 -31.39980 27.92185 -0.2 0.4 1.5
H 32.74681 -18.48028 34.46356 0.3 0.1 -0.2
H 29.68842 -17.57678 35.80809 0.1 -0.2 -0.4
O 26.20241 -28.25804 28.42256 -0.9 -0.5 1.0
H 26.93983 -13.07751 25.32293 -0.2 -0.9 0.4
H 18.98437 -22.60237 25.82458 -0.3 0.5 0.7
H 35.37952 -23.00340 22.68376 -0.5 0.0 -0.5
H 20.80912 -12.56697 29.25945 0.3 -0.2 -0.7
H 18.24261 -13.23155 28.87375 0.6 -0.4 -0.3
H 30.35385 -13.79632 21.65689 0.2 0.5 0.5
N 19.60941 -23.71194 24.49699 1.1 -0.5 -1.0
C 30.95640 -25.75829 23.94408 -0.3 -0.2 -0.7
H 17.69840 -14.52712 29.97716 0.0 -0.1 -0.2
H 27.93169 -26.92573 36.67408 -0.2 -0.4 0.1
C 26.88472 -17.37866 23.85505 0.0 -0.1 -0.6
H 23.48646 -24.51225 36.57310 -0.8 0.1 0.4
F 18.45629 -26.04610 32.58538 1.7 -0.4 0.2
H 35.18132 -22.00994 24.08015 0.1 0.2 -0.1
F 19.41222 -28.02966 31.88430 -0.4 0.9 -0.4
C 26.31064 -23.12240 37.64254 -0.2 -0.4 -0.7
F 20.71927 -25.31930 33.18768 -0.9 0.7 -1.9
H 22.17253 -15.79624 28.88800 0.0 -0.2 0.0
H 17.56428 -26.50125 25.09949 -0.2 0.2 -1.0
H 21.00261 -12.60267 30.89652 -0.3 -0.5 0.6
F 23.43107 -22.52219 28.82272 -0.4 0.8 -1.1
C 30.94860 -16.33818 34.38336 1.1 -0.6 -0.7
H 31.39799 -24.16563 25.78549 0.2 -0.2 0.0
H 19.14568 -15.70072 28.42818 -0.1 0.0 0.4
C 30.88791 -16.44887 31.56627 -0.5 0.0 -1.6
H 28.69874 -16.56444 34.66606 0.3 -0.2 -0.3
C 26.15416 -15.03867 24.17898 0.5 0.6 0.8
H 31.27775 -26.36746 23.09924 -0.1 -0.2 0.1
O 28.11602 -29.10906 28.17298 7.2 -2.1 -2.6
O 28.49715 -30.17901 30.28778 -0.3 2.0 -0.1
H 26.73524 -13.32850 22.30745 -0.2 -0.5 -0.1
C 33.28409 -22.69674 23.51650 -2.0 -0.2 0.4
F 20.19772 -27.20930 33.91064 -1.7 -1.2 -0.1
H 29.18471 -16.72238 22.22406 0.0 -0.1 -0.2
C 27.76021 -22.95360 37.21787 -0.3 0.4 0.3
N 26.13058 -25.08115 36.18435 0.5 1.2 0.7
N 20.02154 -15.04846 31.33347 -1.6 -0.5 0.0
C 28.38388 -24.28551 36.89957 -0.4 -0.5 1.9
C 29.52501 -13.43412 24.24586 0.7 0.2 2.4
C 25.40941 -23.75469 36.51718 2.1 0.3 2.8
H 33.11319 -21.04904 24.94183 0.7 0.1 -0.2
C 29.28277 -13.60070 21.70794 0.0 -1.6 0.7
H 25.46559 -13.15140 24.29642 0.1 1.0 0.3
H 17.94992 -23.55076 21.72952 0.3 1.0 0.3
C 31.32137 -30.13484 28.38535 0.3 -0.4 -1.0
H 31.90925 -16.09902 31.41606 0.3 0.1 0.8
H 31.08500 -21.85373 26.22017 0.3 0.6 -0.1
C 21.21416 -16.29449 29.03418 -1.7 -0.4 0.6
H 24.62518 -22.03922 35.41994 -0.5 -0.3 0.3
C 22.51963 -15.78989 31.95035 -1.0 2.4 0.6
C 18.47479 -24.61613 24.25163 -1.5 0.2 -1.2
H 29.27529 -12.48583 24.72176 -0.7 0.6 -0.8
H 22.03497 -13.65262 30.00345 -0.3 -0.4 -0.3
H 29.08030 -16.38557 25.58091 0.1 -0.3 -0.4
H 21.01329 -24.00144 22.23650 0.1 -0.1 -0.6
C 17.15464 -23.81951 24.44365 -0.5 -0.4 0.9
C 31.38007 -22.14196 25.21122 0.0 -1.5 -0.8
C 32.22616 -15.94970 35.17281 -0.3 -0.5 1.2
H 20.50130 -14.58466 28.12465 -0.7 0.1 -0.5
Hg 22.30696 -25.61152 27.51825 0.4 0.5 0.6
H 19.24674 -26.04255 22.87341 0.2 0.1 -0.6
H 25.20594 -15.31381 24.64078 0.6 -0.5 1.4
H 28.72297 -17.92518 31.52104 0.2 0.0 -0.3
C 32.88683 -21.68470 22.38637 1.1 -0.9 -0.2
H 28.70818 -18.34684 33.15792 0.7 0.2 0.5
H 29.81555 -14.63752 31.49937 0.2 0.4 0.4
O 25.45260 -25.78408 35.20878 0.3 0.3 0.4
C 26.48522 -13.51185 24.43255 -1.2 -1.1 -2.1
H 23.17968 -16.55613 32.35692 -0.7 -0.3 0.1
H 29.05650 -24.38601 34.29265 0.1 -0.6 0.5
H 33.48510 -22.56962 25.73416 -0.2 -0.3 0.0
N 28.37062 -15.43085 23.26739 -3.9 1.8 -0.2
H 26.23109 -22.24871 35.04577 0.4 -0.5 0.5
H 18.86749 -13.97332 32.50755 -0.2 -0.5 -0.2
H 32.03153 -21.03497 22.57184 -0.1 -0.5 -0.1
H 28.29749 -24.95415 37.75603 0.0 0.2 0.7
C 20.04508 -15.25501 28.85307 2.4 -0.6 0.1
B 29.14360 -29.88845 29.00746 1.2 -0.9 -1.0
C 21.54525 -22.26599 23.84520 2.0 0.0 0.8
H 26.39516 -17.44020 22.88312 0.8 0.6 -0.8
C 34.76586 -22.88277 23.57650 1.3 -0.1 0.7
H 22.03036 -21.75215 23.01529 -0.7 0.7 -0.2
H 30.15858 -14.28015 34.05895 -0.3 -0.4 0.5
H 34.07134 -24.74063 22.32533 0.2 -0.1 0.2
H 29.03248 -15.85087 32.46205 0.0 -0.2 -0.1
H 31.48176 -26.07520 24.84500 0.5 0.3 -0.3
H 29.92843 -26.00114 24.21315 -0.3 0.3 -0.5
H 25.85265 -22.20420 38.01031 0.0 0.4 -0.5
H 25.75287 -15.14947 23.17162 0.6 0.5 -0.6
H 16.96496 -23.81862 25.51702 0.2 0.6 0.3
H 16.25276 -24.34421 24.12837 0.2 -0.2 -0.6
H 17.55100 -25.54922 22.61257 0.1 -0.4 -0.2
C 30.73829 -15.04439 33.54128 -1.6 -0.3 -1.8
H 33.05674 -15.67831 34.52121 -0.3 -0.3 -0.4
H 25.98826 -17.71789 24.37408 0.6 -0.1 1.2
O 33.12132 -24.86377 22.26294 -1.2 1.0 0.4
C 21.14171 -17.03567 30.38238 -0.3 -0.1 -0.4
H 29.27899 -24.09737 22.48109 -0.3 0.2 0.9
H 25.09100 -23.31258 34.36657 -0.3 -0.3 0.0
H 19.30373 -26.40216 25.01167 0.2 -0.1 0.7
C 27.98713 -24.48829 34.47731 -0.9 1.9 -0.9
O 32.47648 -30.04706 28.08879 -0.1 1.1 0.8
C 19.40435 -21.31237 23.28408 -1.9 -0.4 2.1
F 25.07558 -21.80909 30.26436 0.1 -1.1 0.0
H 18.89485 -24.55381 20.81953 0.9 0.2 -0.2
F 25.32830 -21.42554 28.10829 0.2 0.5 -1.1
H 27.57412 -25.04342 33.63509 -0.1 -0.1 0.1
H 22.02728 -17.66226 30.48851 0.2 0.2 0.1
C 28.18334 -26.40613 35.74954 0.4 -2.5 1.6
H 29.04677 -12.58767 21.38208 0.1 -0.1 0.2
H 28.16509 -15.19339 26.31997 -0.8 0.2 -0.2
H 27.65054 -23.45380 34.40928 -0.1 0.0 -0.4
C 19.85597 -14.34963 30.07376 1.3 1.2 -0.7
H 29.39337 -19.45909 32.01732 0.1 0.0 0.0
H 23.57185 -22.99815 37.54554 0.2 0.3 -0.7
C 30.87082 -23.56380 25.04522 1.0 -0.6 -0.4
H 29.46508 -24.24543 36.76727 -0.1 0.1 -0.8
N 32.61457 -24.09725 23.38490 1.4 1.4 0.7
C 29.34755 -18.40143 32.27682 0.5 0.0 -0.6
H 20.35732 -17.79080 30.43344 -0.5 0.3 -0.5
H 32.78220 -18.26770 31.38038 0.0 0.1 0.2
F 20.10231 -25.83408 30.92662 -0.7 -0.7 0.9
F 26.59767 -23.12605 29.04145 -0.2 0.3 0.8
C 27.36392 -15.99052 24.26934 0.3 1.3 0.8
C 20.18791 -23.29057 22.19777 -1.8 -2.5 -2.3
H 28.25790 -22.41563 38.02472 0.4 0.0 -0.2
H 33.73132 -21.04921 22.11976 0.2 0.4 0.6
H 27.91867 -27.07088 34.92726 -0.5 0.5 -0.1
H 23.08532 -15.29320 31.16206 -0.3 -0.4 -0.6
H 31.82830 -19.71745 31.81598 0.0 0.1 0.0
C 30.01072 -15.44329 32.20701 0.3 1.1 1.4
H 32.10164 -15.07845 35.81586 -0.4 0.0 0.1
C 20.13543 -22.67131 23.53495 -0.4 0.9 -0.4
H 35.01794 -23.70523 24.24591 -0.1 -0.2 0.0
C 32.89060 -22.11607 24.94109 -0.8 0.5 -0.8
H 29.73612 -15.84189 35.88000 -0.8 0.0 0.6
H 29.34231 -14.05472 25.12311 0.4 -0.4 -0.1
H 19.07866 -20.85441 24.21805 0.6 0.3 0.6
C 31.18209 -24.26623 23.62168 -0.9 1.2 1.5
O 29.29247 -31.17299 28.38825 1.0 -2.0 -1.8
H 30.10627 -22.51908 22.51897 0.2 -0.1 0.5
C 28.03928 -16.09236 25.71655 0.1 -0.5 -1.0
C 27.40197 -29.45112 30.30281 -4.5 -1.2 4.0
O 31.81352 -18.56477 34.25517 0.0 -3.4 2.4
H 21.10580 -17.56489 33.07312 -0.4 -0.9 -0.1
O 19.63310 -23.30988 25.81102 0.1 0.5 0.3
H 26.19306 -23.76840 38.51257 0.5 -0.4 0.0
C 24.06873 -23.93426 37.29073 -0.3 -1.0 -1.8
H 29.27297 -26.41238 35.77723 0.1 0.5 -0.2
O 31.07804 -32.36569 27.43032 -1.5 1.0 0.3
C 30.83049 -17.78504 32.26920 0.1 -0.9 0.1
```
Forces are in eV/Å.

Atomic partial charges in e from the Mulliken method, atoms 1 to 5:
1. H 0.453
2. C 1.537
3. O -0.438
4. C -1.743
5. C -1.173

---

Entry 2:
The following is a quantum chemistry calculation of a 4-piece molecular cluster, C15H28ClO14P overall in a non-equilibrium geometry, from OMol25.

Summary:
Energy in a.u.: -2443.170011
SMILES: O=[PH2]OC(=O)OCC(=O)Cl.CCOC(=O)OC.CCOC(=O)OC.CCOC(=O)OC
Maximum force in eV Å⁻¹: 9.60
Orbital gap in eV: 10.30
E_HOMO in eV: -10.8
Total charge: 0

XYZ file:
```
59
Properties=species:S:1:pos:R:3:forces:R:3
H 3.20000 -1.68930 -6.45208 0.0 -0.1 0.1
O 2.16246 1.51038 3.15617 0.1 -1.0 -1.7
H -6.03271 -4.97313 0.63819 2.0 1.8 -0.3
O -2.79533 4.63726 0.49090 0.9 -0.8 -0.2
C -4.12198 4.74253 -0.03872 -0.7 -0.1 -0.2
O -2.61899 2.50220 -0.34150 0.7 1.3 0.8
H -0.69816 1.53421 1.41845 0.0 0.0 -0.2
C -2.16372 3.45880 0.26691 -0.4 -0.3 -0.1
O 3.16809 -1.96521 -1.21801 -0.4 0.1 -1.2
C -0.21460 2.29021 0.79224 0.3 -0.3 0.0
H 1.58291 -1.04907 -4.61248 0.2 -0.1 0.2
H -5.05268 4.28762 1.85845 -0.1 0.1 -0.2
O -0.94431 3.51200 0.86210 -1.0 0.1 -0.5
O 2.41633 -2.38525 -3.24006 0.2 0.6 0.9
H 2.42591 3.37804 1.42329 0.2 -0.2 0.1
H 4.84426 -0.90164 -0.63402 -0.1 0.1 0.0
O -6.54164 -2.38992 1.65744 5.5 -2.3 -6.8
H -4.14655 4.41825 -1.08699 0.1 -0.1 0.3
H 5.26844 2.20157 1.20028 -0.1 0.2 -0.1
O -1.13143 -3.69501 2.53713 0.2 2.3 -5.4
H 3.84344 -1.56459 0.67321 -0.1 -0.1 -0.4
C -2.87617 -4.21090 -0.37914 4.2 -3.9 -2.4
C 2.93494 -1.42130 -2.44023 0.3 0.4 -0.1
O 2.75204 1.37239 0.93901 -0.7 -0.3 1.0
C 4.53147 2.86956 1.65742 0.1 -0.2 0.3
H 0.79020 2.47208 1.18350 -0.8 0.3 -0.1
Cl -5.33790 -1.36455 -0.58440 -0.3 -2.3 1.5
O 3.17708 -0.26895 -2.76574 -0.4 -1.6 0.5
O -2.53321 -2.91752 0.23937 0.4 -3.3 -0.6
H 1.15022 -2.07053 2.83749 0.2 0.2 -0.1
H 4.89736 3.89795 1.59834 -0.1 -0.1 -0.1
H -4.38555 5.80450 -0.02389 0.4 -0.1 0.1
H 0.68700 -0.53520 3.59461 0.2 0.0 0.0
C 2.26492 0.89015 2.10864 0.3 0.3 0.8
H -4.50917 -4.48881 1.64192 -1.3 1.1 -2.2
H 0.03536 -3.55468 0.28015 -1.3 0.6 0.2
H 3.27022 -0.13805 -0.21079 0.4 -0.6 -0.3
C -5.11340 3.96880 0.81299 0.1 -0.3 0.2
H -0.12408 1.93780 -0.23906 -0.1 0.0 0.2
H 2.35237 -1.18685 3.79872 -0.2 0.1 0.0
P -1.02305 -2.97740 1.10437 -0.3 -2.1 5.1
O 1.93610 -0.41449 1.92470 0.1 1.2 -0.1
C 3.42229 -1.90729 -5.40422 0.3 0.1 0.1
H 4.08523 -1.12372 -5.02497 -0.2 0.0 -0.1
O -1.89947 -5.04391 -0.83473 -6.9 5.9 3.2
H 3.97863 -2.84823 -5.34551 -0.2 0.0 -0.1
H 3.28815 3.05457 -0.08035 -0.2 -0.4 0.1
H -0.65759 -1.58607 1.39983 -0.8 -1.0 -1.1
C -5.10051 -4.22895 0.63801 -0.8 -0.4 0.6
O -4.29967 -4.56511 -0.54940 3.6 2.0 2.1
C 2.14286 -1.99279 -4.59015 0.0 0.3 -0.7
H -4.90132 2.89546 0.79684 0.0 0.2 -0.1
C 3.81543 -1.08114 -0.30724 0.3 0.4 0.3
C 3.18775 2.73665 0.96192 0.5 0.8 0.1
H 4.46385 2.59065 2.71332 -0.1 0.1 -0.1
C 1.50738 -1.07425 3.11257 -0.2 -0.4 0.6
H 1.49370 -2.76263 -5.01842 0.1 0.0 0.4
H -6.13412 4.12094 0.45255 0.1 0.0 0.0
C -5.71904 -2.70808 0.65105 -4.2 1.7 5.9
```
Forces are in eV/Å.

Atomic partial charges in e from the Mulliken method, atoms 1 to 5:
1. H 0.356
2. O -0.568
3. H 0.290
4. O -0.364
5. C -0.141

---

Entry 3:
The following is a quantum chemistry calculation of C4H8O2 in the gas phase, from OMol25.

Summary:
Energy in a.u.: -307.673492
SMILES: C[C@@H](O)CC=O
Maximum force in eV Å⁻¹: 0.52
Orbital gap in eV: 10.44
E_HOMO in eV: -9.7
Total charge: 0

XYZ file:
```
14
Properties=species:S:1:pos:R:3:forces:R:3
H 0.86083 -0.96655 -1.77810 -0.1 0.0 0.0
C -0.15962 -1.06552 -1.39303 0.0 0.0 -0.1
H -1.26566 -0.57710 0.39720 0.2 0.0 -0.1
C 0.10532 1.57157 1.43332 0.2 0.3 0.0
C -0.23721 -0.47342 0.00756 -0.2 0.2 -0.2
C 0.14204 0.99767 0.03073 0.0 0.0 0.0
H 1.15453 1.13348 -0.37204 -0.2 0.0 0.1
H -0.42114 -2.13009 -1.38763 0.0 0.1 0.0
H 0.43275 -2.04172 0.96479 0.1 0.2 0.0
H -0.53693 1.58454 -0.60263 0.1 -0.1 0.1
O 0.67572 -1.10999 0.89262 0.0 -0.3 0.1
O 0.52912 2.66818 1.70750 -0.2 -0.5 0.0
H -0.33506 0.91043 2.21320 0.0 0.2 -0.1
H -0.84393 -0.55853 -2.08226 0.1 0.0 0.1
```
Forces are in eV/Å.

Atomic partial charges in e from the Mulliken method, atoms 1 to 5:
1. H 0.336
2. C -1.317
3. H 0.250
4. C -0.027
5. C 0.333